Computed, not measured: an isolated ion of composition C8H24NSi2 and charge +1, with wB97M-V/def2-TZVPD.

Calculated values
Charge: +1
Frontier orbital gap (Eh): 0.4216
Molar mass (g mol⁻¹): 190.46
E_HOMO (Ha): -0.5133
Energy relative to the best compared isomer or geometry (same formula, charge and spin) (kcal/mol): 40.7

XYZ file:
```
35
Properties=species:S:1:pos:R:3:forces:R:3
Si -0.41006 -0.85968 -0.00170 -0.6323 -1.9422 -0.2122
Si 0.00011 1.71598 1.51465 0.6337 -0.4500 0.9682
N 0.26500 0.91900 -0.09781 -1.2100 0.2076 0.2724
C -0.14330 -1.76177 1.66947 2.4582 0.7636 -0.9090
C -2.27838 -0.86330 -0.48159 1.2652 1.2038 2.2907
C -2.82402 -2.29512 -0.32265 0.4530 1.6878 -2.6133
C 1.72689 0.82148 -0.34154 -1.1561 -0.7262 -5.3649
C -0.18563 1.16708 -2.50203 -2.2554 -0.9233 -1.4949
C 2.55992 2.06090 -0.35684 -1.1465 0.1593 3.0328
C -0.47647 1.75268 -1.16732 0.6812 -0.1704 2.1289
C 1.34347 -2.21006 1.93084 -0.2287 4.8142 -3.3842
H -1.41608 1.92851 1.78991 -0.2710 -0.3343 -0.0522
H 0.82617 1.08448 -2.85313 0.4061 1.3439 -0.2975
H 1.69785 0.29662 -1.41573 0.8302 0.9740 2.4010
H 1.92424 0.06867 0.31543 2.0791 -1.8334 1.9159
H 0.75967 0.83650 2.49901 -0.5223 0.6237 -0.5450
H 2.78230 2.32123 0.69212 0.5101 0.0197 -0.5310
H -2.00714 -2.93819 -0.37864 1.1921 -1.6269 -0.2171
H -0.39985 0.10873 -2.52491 -0.4873 -0.6953 0.4694
H -3.18731 -2.32258 0.60811 -1.5374 -0.6057 3.5725
H 3.39131 2.09762 -0.95729 2.4457 -1.1510 -1.0478
H -1.51543 1.63551 -0.72988 0.7839 0.8231 -1.5142
H -0.34601 -1.33825 2.59784 -1.5448 1.0632 1.2821
H -0.02715 2.77335 -1.05682 -0.9843 -0.6200 -0.1337
H 1.74639 -2.22623 0.85655 0.6065 -0.3003 1.9498
H -3.59394 -2.63495 -1.01246 0.0809 0.4278 -0.1914
H 1.36043 -3.11380 2.37118 0.3167 -3.0366 1.4916
H 0.43300 -1.76851 -0.95707 -0.5711 1.1156 0.5946
H 1.74932 -1.40031 2.59206 0.5005 -1.0037 -0.8437
H -0.95439 1.50438 -3.24712 1.2293 0.3038 0.3612
H 0.62457 2.97634 1.25704 0.2852 0.7703 0.1890
H -2.67168 -0.10715 0.31363 -0.0446 -1.1970 -1.5902
H -0.57860 -2.70242 1.60166 -1.8617 -1.4180 -0.4793
H -2.30403 -0.45782 -1.45780 -0.5853 0.5410 -1.0102
H 2.12878 2.93111 -0.74716 -1.7188 1.1921 -0.4882
```
Positions in Å, forces in eV/Å.

Atomic partial charges in e from the natural (NBO) method, atoms 1 to 5: 1.5223 1.0496 -0.9213 -0.9006 -0.8646